Molecular formula: C39H35N4OP2Y
Method: DFT, ωB97M-V/def2-TZVPD

Output
* energy relative to the best compared isomer or geometry (same formula, charge and spin): 2.62 kJ/mol
* LUMO level: -6.27 eV

```
! wB97M-V def2-TZVPD RIJCOSX def2/J DEFGRID3
* xyz 2 1
Y 1.4158 0.1254 0.5866
C 2.6469 4.0933 2.5907
C 2.5422 2.8535 1.7764
N 1.6612 1.9324 1.9527
N 0.7233 2.0828 2.9618
C -0.0408 1.0248 3.0196
O 0.1188 -0.0240 2.2380
C -1.1569 0.9924 3.9790
C -1.9416 -0.1542 4.0711
C -3.0243 -0.1850 4.9351
C -3.3248 0.9302 5.7058
C -2.5397 2.0740 5.6201
C -1.4557 2.1078 4.7605
C 3.5102 2.5913 0.6701
C 4.5121 3.4893 0.3553
C 5.3941 3.1850 -0.6760
C 5.2478 1.9970 -1.3672
C 4.2157 1.1496 -1.0014
N 3.3658 1.4281 -0.0096
H 1.8535 4.1247 3.3286
H 2.5851 4.9738 1.9480
H 3.6127 4.1265 3.0998
H -1.6938 -1.0143 3.4645
H -3.6317 -1.0769 5.0133
H -4.1694 0.9070 6.3817
H -2.7725 2.9369 6.2292
H -0.8403 2.9933 4.6858
H 4.6122 4.4122 0.9063
H 6.1877 3.8741 -0.9321
H 5.9126 1.7222 -2.1729
H 4.0629 0.2098 -1.5208
C -1.9243 -1.8221 -1.8835
N -0.7255 -1.1532 -1.3277
P 0.7172 -2.0306 -1.0885
C 0.9362 -3.1933 -2.4313
C 1.7205 -2.8052 -3.5187
C 1.8695 -3.6517 -4.6053
C 1.2414 -4.8901 -4.6030
C 0.4704 -5.2880 -3.5180
C 0.3166 -4.4433 -2.4309
C 0.4384 -3.0025 0.4199
C -0.7103 -2.8974 1.2006
C -0.8221 -3.6291 2.3751
C 0.2148 -4.4541 2.7828
C 1.3737 -4.5500 2.0198
C 1.4888 -3.8277 0.8448
P -0.5143 0.5332 -1.4005
C -1.0250 1.0700 -3.0342
C -2.1636 1.8467 -3.2317
C -2.5389 2.1997 -4.5206
C -1.7850 1.7775 -5.6050
C -0.6463 1.0028 -5.4112
C -0.2633 0.6547 -4.1285
C -1.6501 1.2831 -0.2103
C -2.6953 0.6156 0.4307
C -3.4707 1.2773 1.3676
C -3.2138 2.6095 1.6718
C -2.1725 3.2785 1.0482
C -1.3869 2.6148 0.1156
H -1.7251 -2.1504 -2.9042
H -2.7629 -1.1296 -1.8999
H -2.1902 -2.6860 -1.2755
H 2.2268 -1.8460 -3.5109
H 2.4813 -3.3535 -5.4457
H 1.3613 -5.5546 -5.4483
H -0.0077 -6.2580 -3.5191
H -0.2755 -4.7608 -1.5806
H -1.5124 -2.2328 0.9046
H -1.7222 -3.5578 2.9713
H 0.1235 -5.0246 3.6972
H 2.1814 -5.1944 2.3394
H 2.3861 -3.9288 0.2419
H -2.7581 2.1761 -2.3889
H -3.4234 2.8022 -4.6756
H -2.0837 2.0533 -6.6074
H -0.0601 0.6775 -6.2599
H 0.6255 0.0506 -3.9812
H -2.8971 -0.4259 0.2183
H -4.2749 0.7542 1.8674
H -3.8228 3.1200 2.4058
H -1.9656 4.3119 1.2915
H -0.5726 3.1491 -0.3678
*
```



Molecular formula: C39H35NO2P2PtS
Method: DFT, ωB97M-V/def2-TZVPD

Output
* LUMO level (spin up / spin down): -7.53 / -7.59 eV

```
! wB97M-V def2-TZVPD RIJCOSX def2/J DEFGRID3
* xyz 2 1
Pt 0.5642 0.6884 -1.1200
O 1.9610 -1.9607 -3.4113
S 1.6402 -1.4913 -2.0818
C 0.3815 -2.6412 -1.4191
C 0.7015 -3.9715 -1.2104
C -0.2846 -4.8577 -0.8026
C -1.5924 -4.4256 -0.6539
C -1.9214 -3.1061 -0.8996
C -0.9284 -2.1961 -1.2568
P -1.3831 -0.4751 -1.6341
C -2.0787 -0.6445 -3.2968
C -3.4109 -1.0221 -3.4545
C -3.8957 -1.2707 -4.7252
C -3.0647 -1.1447 -5.8288
C -1.7370 -0.7778 -5.6668
C -1.2395 -0.5240 -4.4015
C -2.6808 0.0010 -0.4733
C -2.7583 -0.5322 0.8140
C -3.7224 -0.0685 1.6904
C -4.5680 0.9664 1.3176
C -4.4663 1.5268 0.0520
C -3.5317 1.0443 -0.8434
C 2.9906 -1.9371 -0.9686
C 3.9743 -2.8344 -1.3412
C 4.9712 -3.1594 -0.4337
C 4.9582 -2.6099 0.8390
C 3.9827 -1.6982 1.2000
C 2.9968 -1.3371 0.2838
P 1.8941 0.0559 0.6728
C 3.0718 1.3731 1.0526
C 3.6546 1.4761 2.3131
C 4.6374 2.4241 2.5287
C 5.0308 3.2680 1.5019
C 4.4430 3.1708 0.2480
C 3.4628 2.2221 0.0187
C 1.0242 -0.3803 2.1880
C 0.7942 -1.7033 2.5605
C 0.1416 -1.9690 3.7505
C -0.2892 -0.9277 4.5588
C -0.0934 0.3900 4.1712
C 0.5524 0.6655 2.9833
H 1.7099 -4.3238 -1.3661
H -0.0341 -5.8914 -0.6254
H -2.3656 -5.1134 -0.3524
H -2.9486 -2.7771 -0.8234
H -4.0553 -1.1205 -2.5930
H -4.9246 -1.5704 -4.8511
H -3.4521 -1.3355 -6.8171
H -1.0860 -0.6949 -6.5232
H -0.2052 -0.2323 -4.2664
H -2.0815 -1.3177 1.1149
H -3.8129 -0.5242 2.6649
H -5.3095 1.3340 2.0126
H -5.1231 2.3318 -0.2364
H -3.4549 1.4679 -1.8338
H 3.9685 -3.2469 -2.3370
H 5.7574 -3.8357 -0.7251
H 5.7319 -2.8618 1.5462
H 3.9894 -1.2581 2.1862
H 3.3344 0.8189 3.1091
H 5.0976 2.5029 3.5008
H 5.7974 4.0061 1.6766
H 4.7547 3.8346 -0.5423
H 2.9874 2.1311 -0.9584
H 1.1496 -2.5102 1.9350
H -0.0262 -2.9912 4.0497
H -0.7739 -1.1462 5.4955
H -0.4376 1.1945 4.8016
H 0.7303 1.6865 2.6751
C -1.2499 5.3215 -0.0553
N -1.5721 4.1411 0.7155
C -2.3381 4.3513 1.9184
C -1.0867 2.9733 0.3667
O -0.3555 2.7984 -0.6205
H -2.0938 6.0059 -0.0369
H -1.0289 5.0319 -1.0797
H -0.3752 5.8237 0.3589
H -1.7571 4.9637 2.6096
H -2.5867 3.4027 2.3941
H -3.2607 4.8814 1.6764
H -1.3954 2.1416 1.0142
*
```



Molecular formula: C39H35O6
Method: DFT, ωB97M-V/def2-TZVPD

Output
* LUMO level: 0.59 eV

```
! wB97M-V def2-TZVPD RIJCOSX def2/J DEFGRID3
* xyz -1 1
C -4.9959 -0.9843 4.2907
C -3.5802 -1.1388 3.8108
O -2.9618 0.1618 3.9062
C -1.7513 0.2055 3.3190
C -1.0708 1.5179 3.3317
C -1.8197 2.7702 3.5703
O -1.3329 3.9054 3.5871
O -3.1405 2.6291 3.7901
C -3.8174 3.8913 3.9882
C -5.2224 3.5425 4.3918
C 0.3436 1.5385 3.3811
C 1.0917 2.7538 3.2680
C 2.4620 2.7921 3.3779
C 3.1960 1.6125 3.6705
O 4.5369 1.7411 3.8621
C 5.2701 0.6525 4.4735
C 2.4987 0.3826 3.7569
C 1.1253 0.3563 3.5859
O -1.2794 -0.8103 2.8043
H -5.5217 -1.9376 4.2040
H -5.0361 -0.6757 5.3397
H -5.5395 -0.2490 3.6892
H -3.0155 -1.8431 4.4379
H -3.5493 -1.4736 2.7667
H -3.3137 4.4680 4.7747
H -3.7868 4.4553 3.0460
H -5.7686 4.4451 4.6737
H -5.7675 3.0660 3.5709
H -5.2265 2.8644 5.2512
H 0.5421 3.6736 3.1173
H 2.9929 3.7362 3.2761
H 6.2632 1.0732 4.6418
H 4.8197 0.3412 5.4273
H 5.3387 -0.2093 3.7933
H 3.0353 -0.5491 3.9614
H 0.6188 -0.6010 3.6121
C 6.4362 -1.0680 -0.3061
C 5.2733 -0.8000 0.4301
C 4.0326 -0.7653 -0.2084
C 3.9162 -1.0295 -1.5928
C 2.5878 -0.9989 -2.2258
C 1.6085 -0.1438 -1.7869
C 0.3053 -0.0666 -2.3812
C -0.5369 1.0214 -2.0591
C -1.8626 1.1858 -2.5765
C -2.7696 0.0882 -2.6556
C -4.0244 0.2347 -3.2374
C -4.4180 1.4715 -3.7676
C -3.5536 2.5742 -3.6753
C -2.3134 2.4489 -3.0619
C -0.0165 -1.0690 -3.3598
C 0.8983 -1.9774 -3.8366
C 0.5054 -2.9937 -4.8304
C -0.7978 -3.5429 -4.7810
C -1.2151 -4.4947 -5.7122
C -0.3593 -4.8903 -6.7485
C 0.9277 -4.3442 -6.8238
C 1.3604 -3.4287 -5.8642
C 2.3033 -1.9126 -3.3654
O 3.1959 -2.6004 -3.8887
C 5.0988 -1.2875 -2.3139
C 6.3421 -1.2959 -1.6833
H 7.4079 -1.0935 0.1914
H 5.3246 -0.6150 1.5046
H 3.1272 -0.5619 0.3707
H 1.8362 0.5629 -0.9860
H -0.0662 1.8672 -1.5592
H -2.4599 -0.8779 -2.2513
H -4.6987 -0.6233 -3.2861
H -5.3936 1.5765 -4.2468
H -3.8618 3.5372 -4.0886
H -1.6368 3.3029 -2.9894
H -1.0100 -1.0648 -3.8077
H -1.4724 -3.2277 -3.9802
H -2.2152 -4.9228 -5.6270
H -0.6959 -5.6173 -7.4903
H 1.6023 -4.6331 -7.6326
H 2.3768 -3.0432 -5.9049
H 5.0337 -1.5008 -3.3775
H 7.2393 -1.4853 -2.2759
*
```



Molecular formula: C39H36AsFeGeNO7P
Method: DFT, ωB97M-V/def2-TZVPD

Output
* LUMO level (spin up / spin down): -2.87 / -2.87 eV

```
! wB97M-V def2-TZVPD RIJCOSX def2/J DEFGRID3
* xyz 1 1
Fe -0.4074 -0.4245 -0.3456
O -1.5028 5.4997 -0.2247
C -1.2945 4.3261 -0.2793
C -2.2990 3.1958 -0.5334
O -3.4606 3.3037 -0.8113
C -1.5023 1.9272 -0.4501
C -0.1960 2.2403 -0.3067
O 0.7100 1.2331 -0.2159
C 0.0772 3.6593 -0.1434
O 1.1138 4.2483 0.0487
O -1.9329 0.7305 -0.5876
O -1.7380 -2.4752 -1.7900
N -1.3455 -2.1823 -0.4871
C -1.6593 -3.1197 0.3054
C -1.5213 -3.1755 1.7700
C -1.9530 -4.3726 2.3448
C -1.9652 -4.5590 3.7123
C -1.5637 -3.5266 4.5508
C -1.1347 -2.3319 3.9951
C -1.0843 -2.1490 2.6142
P -0.5320 -0.5267 1.9856
C 1.0053 -0.1409 2.8787
C 1.4910 1.1692 2.8329
C 2.7144 1.4876 3.4005
C 3.4776 0.4979 4.0096
C 3.0065 -0.8086 4.0531
C 1.7778 -1.1253 3.4925
C -1.7971 0.6070 2.6584
C -1.5882 1.5035 3.7063
C -2.6224 2.3283 4.1339
C -3.8706 2.2545 3.5302
C -4.0917 1.3418 2.5064
C -3.0631 0.5222 2.0742
H -1.2468 -1.7977 -2.2957
H -2.1263 -3.9882 -0.1540
H -2.2994 -5.1703 1.6964
H -2.3061 -5.5008 4.1235
H -1.5926 -3.6471 5.6261
H -0.8308 -1.5167 4.6420
H 0.9216 1.9469 2.3353
H 3.0732 2.5087 3.3600
H 4.4348 0.7447 4.4504
H 3.5941 -1.5829 4.5305
H 1.4206 -2.1469 3.5353
H -0.6242 1.5653 4.1935
H -2.4497 3.0295 4.9404
H -4.6711 2.9048 3.8583
H -5.0642 1.2791 2.0345
H -3.2337 -0.1691 1.2590
Ge 2.0937 0.1807 -0.9065
C 2.7176 1.2399 -2.3676
C 2.8799 0.7253 -3.6523
C 3.3238 1.5560 -4.6767
C 3.5954 2.8918 -4.4109
C 3.4399 3.4029 -3.1262
C 3.0072 2.5800 -2.0953
C 1.7680 -1.7476 -0.8507
C 1.3429 -2.5979 -1.8828
C 1.2463 -3.9596 -1.6598
C 1.5502 -4.4918 -0.4087
C 1.9872 -3.6676 0.6200
C 2.0994 -2.2989 0.3987
H 2.7536 0.5264 0.4304
H 2.6712 -0.3189 -3.8515
H 3.4656 1.1606 -5.6754
H 3.9373 3.5379 -5.2090
H 3.6530 4.4453 -2.9241
H 2.8597 2.9801 -1.0979
H 1.0943 -2.1874 -2.8483
H 0.9215 -4.6126 -2.4598
H 1.4591 -5.5583 -0.2413
H 2.2422 -4.0846 1.5868
H 2.4480 -1.6478 1.1899
C -0.5297 -0.1877 -5.2360
As -0.9959 0.6381 -3.5723
C -2.9030 0.6373 -3.4466
C -0.3479 2.4318 -3.6907
O -0.2504 -0.3411 -2.4060
H -1.0914 0.2707 -6.0483
H -0.7710 -1.2459 -5.1795
H 0.5357 -0.0514 -5.4077
H -3.3149 0.9269 -4.4121
H -3.2170 1.3305 -2.6701
H -3.2212 -0.3709 -3.1890
H -0.6590 2.8131 -4.6639
H 0.7373 2.4344 -3.6168
H -0.7763 3.0422 -2.9060
*
```



Molecular formula: C39H36BeClN3Si2
Method: DFT, ωB97M-V/def2-TZVPD

Output
* energy relative to the best compared isomer or geometry (same formula, charge and spin): 0.00 kJ/mol
* LUMO level: -0.60 eV

```
! wB97M-V def2-TZVPD RIJCOSX def2/J DEFGRID3
* xyz 0 1
C -2.8356 0.3116 4.7139
C -1.3832 0.2329 4.8106
C -0.8343 1.4127 4.2904
H -0.8445 -0.5776 5.3010
C -1.9001 2.2696 3.8793
C -3.1172 1.6292 4.1507
H -4.1151 2.0519 4.0409
H -3.5298 -0.2487 5.3496
H 0.2167 1.6881 4.2749
H -1.7732 3.2790 3.4928
Be -2.9146 -0.5682 3.1337
Si 1.7521 -0.1585 -5.3050
C 3.2246 -1.1928 -4.8776
C 3.9251 -1.8871 -5.8784
H 3.5960 -1.8180 -6.9192
C 5.0466 -2.6502 -5.5361
H 5.5969 -3.1806 -6.3134
C 5.4647 -2.7372 -4.2035
H 6.3343 -3.3429 -3.9392
C 4.7630 -2.0468 -3.2079
H 5.0922 -2.0940 -2.1703
C 3.6369 -1.2863 -3.5380
H 3.0813 -0.7582 -2.7568
C 2.2142 1.6345 -5.2848
C 3.5116 2.0778 -4.9741
H 4.3152 1.3553 -4.7994
C 3.7748 3.4493 -4.8710
H 4.7735 3.7841 -4.5937
C 2.7657 4.3861 -5.1171
H 2.9722 5.4545 -5.0258
C 1.4894 3.9454 -5.4862
H 0.7047 4.6705 -5.6988
C 1.2122 2.5792 -5.5778
H 0.2146 2.2335 -5.8657
H 0.6731 -0.4359 -4.3290
Si -0.3452 -0.0035 0.7205
C 0.0310 1.8023 0.4783
C 1.3139 2.3341 0.7344
H 2.1386 1.6688 1.0090
C 1.5440 3.7107 0.6184
H 2.5506 4.0998 0.7794
C 0.4948 4.5778 0.2958
H 0.6726 5.6530 0.2286
C -0.7833 4.0609 0.0529
H -1.6113 4.7307 -0.1856
C -1.0063 2.6815 0.0935
H -1.9823 2.2806 -0.1910
C 1.2473 -0.8630 1.1525
C 1.7242 -0.8149 2.4843
H 1.1423 -0.3009 3.2575
C 2.9410 -1.4163 2.8206
H 3.2813 -1.3888 3.8575
C 3.7117 -2.0402 1.8341
H 4.6766 -2.4800 2.0946
C 3.2384 -2.1131 0.5194
H 3.8295 -2.6102 -0.2511
C 1.9942 -1.5654 0.1855
H 1.6000 -1.6737 -0.8277
H 1.3124 -0.5100 -6.6719
Cl -1.1715 -0.8008 -0.9764
N -4.9421 -2.3747 3.0282
C -5.1893 -1.2202 2.2779
C -6.4648 -1.0037 1.7425
C -6.6928 0.1694 1.0314
C -5.6149 1.0497 0.7979
C -4.3674 0.7584 1.3151
N -4.1756 -0.3396 2.1060
C -3.6908 -2.9600 3.2559
C -3.6123 -4.3200 3.5702
C -2.3586 -4.8743 3.8061
C -1.2135 -4.0643 3.6551
C -1.3529 -2.7386 3.3111
N -2.5881 -2.1781 3.1672
H -5.7281 -3.0135 3.0944
H -7.2318 -1.7717 1.8889
H -7.6873 0.4078 0.6550
H -5.7501 1.9773 0.2368
H -3.4788 1.3745 1.1493
H -4.5363 -4.9075 3.5884
H -2.2582 -5.9210 4.0898
H -0.2104 -4.4633 3.8264
H -0.5040 -2.0681 3.1247
*
```